# C43H38Br2ClN7O4Ta

C43H38Br2ClN7O4Ta as an isolated structure (ωB97M-V/def2-TZVPD, the Open Molecules 2025 dataset).

Cartesian coordinates (Å):
Ta  -0.71347  0.15666  0.59333
C  -2.04520  2.83973  2.03948
N  -0.87195  1.98221  2.23660
C  0.38376  2.69892  2.49402
C  1.46254  2.06842  1.68858
N  1.35050  0.87857  1.13020
C  2.55194  0.68735  0.40933
C  2.99009  -0.33414  -0.43268
C  4.24323  -0.20933  -0.99804
C  5.05941  0.90206  -0.75562
C  4.63680  1.92921  0.06338
C  3.37778  1.78965  0.62994
N  2.64831  2.64145  1.45250
C  -2.81928  2.39376  0.84967
N  -2.58848  1.28085  0.18733
C  -3.53466  1.25814  -0.85497
C  -3.77932  0.32513  -1.85433
C  -4.81570  0.58521  -2.72797
C  -5.60403  1.73820  -2.61974
C  -5.37909  2.66792  -1.62448
C  -4.33426  2.39637  -0.75347
N  -3.84631  3.09130  0.34416
H  -1.74089  3.87649  1.89469
H  -2.69735  2.80656  2.91874
H  -1.05326  1.36632  3.01695
H  0.64509  2.65106  3.55731
H  0.30281  3.74847  2.21412
H  2.37711  -1.18846  -0.67031
H  4.59999  -0.98478  -1.66244
H  6.02900  0.95796  -1.23029
H  5.25233  2.79790  0.25350
H  2.93934  3.54181  1.79515
H  -3.17289  -0.55761  -1.94359
H  -5.02542  -0.12300  -3.51801
H  -6.40634  1.90068  -3.32560
H  -5.98798  3.55602  -1.52889
H  -4.18323  3.97202  0.69490
C  1.48709  -1.64808  3.00461
C  1.33478  -2.37868  1.70549
C  1.97780  -3.63039  1.56863
C  1.84395  -4.37053  0.43339
C  0.99368  -3.90321  -0.59047
C  0.70605  -4.58658  -1.79793
Br  1.54173  -6.23822  -2.17595
C  -0.17502  -4.06284  -2.69563
C  -0.83450  -2.84431  -2.43681
Br  -2.02476  -2.20081  -3.74108
C  -0.59694  -2.14480  -1.27678
O  -1.18572  -1.01577  -0.92214
C  0.36313  -2.66795  -0.36919
N  0.59028  -1.88695  0.72882
H  2.26556  -2.11286  3.60523
H  0.54541  -1.71512  3.55348
H  1.72734  -0.59937  2.86513
H  2.58775  -3.98350  2.38706
H  2.35445  -5.31659  0.32002
H  -0.38628  -4.58307  -3.61887
C  -3.13831  -2.75480  1.02056
C  -2.97385  -2.47900  2.48567
C  -3.63507  -3.26412  3.41871
C  -3.49286  -3.04257  4.77830
C  -2.69270  -2.00316  5.21774
C  -2.02935  -1.17921  4.31826
C  -1.22903  -0.02560  4.85486
C  -2.14962  -1.42471  2.93399
N  -1.46376  -0.65970  2.00619
H  -3.92508  -3.49045  0.85883
H  -2.21807  -3.15050  0.58845
H  -3.39034  -1.85098  0.46405
H  -4.26878  -4.06896  3.06806
H  -4.00655  -3.67278  5.49056
H  -2.58560  -1.81716  6.27941
H  -1.01992  -0.16395  5.91477
H  -1.78675  0.91519  4.77462
H  -0.26817  0.08841  4.34485
C  3.63164  3.33050  -3.94149
C  3.29690  1.86789  -3.83361
C  4.29866  0.91323  -3.98889
C  4.00131  -0.43647  -3.97245
Cl  5.29219  -1.59463  -4.11053
C  2.69704  -0.88090  -3.83252
C  1.69400  0.05516  -3.65756
C  1.99185  1.41189  -3.63747
O  0.92354  2.27416  -3.48426
C  0.92972  3.05821  -2.31264
C  0.18859  2.35164  -1.19419
O  0.12049  1.08871  -1.28580
O  -0.23254  2.98060  -0.20416
H  4.51672  3.46867  -4.56001
H  3.84353  3.77920  -2.96815
H  2.80940  3.88488  -4.39225
H  5.32180  1.23070  -4.14369
H  2.47758  -1.94000  -3.84580
H  0.66306  -0.24171  -3.51674
H  0.49858  4.03705  -2.52101
H  1.94304  3.20582  -1.92513

Force components x, y, z for each atom (eV/Å):
Ta 0.369 -0.577 0.734
C -0.033 0.033 0.052
N 0.145 0.159 -0.150
C 0.002 -0.037 0.069
C 0.041 -0.006 0.180
N -0.054 0.348 -0.281
C 0.140 -0.058 0.058
C 0.013 -0.006 -0.002
C 0.020 -0.065 0.183
C -0.057 0.010 0.087
C 0.050 -0.011 -0.011
C -0.070 -0.045 -0.030
N -0.024 -0.038 0.111
C 0.023 -0.067 0.036
N 0.012 0.337 -0.380
C -0.098 -0.001 0.034
C 0.010 -0.009 0.015
C 0.008 0.000 0.003
C 0.006 0.001 0.017
C -0.013 -0.017 -0.019
C 0.032 -0.053 -0.023
N -0.003 0.009 0.062
H 0.016 -0.033 -0.053
H 0.024 0.023 -0.016
H -0.030 -0.038 -0.010
H -0.022 0.028 -0.031
H -0.020 -0.042 -0.049
H 0.016 0.039 -0.010
H 0.005 0.026 0.209
H 0.032 0.006 0.002
H 0.012 0.013 0.001
H -0.013 0.000 -0.032
H 0.016 -0.036 -0.005
H -0.001 -0.010 -0.009
H -0.010 0.005 -0.012
H -0.004 0.017 0.005
H 0.003 -0.009 -0.010
C -0.041 -0.074 -0.005
C 0.083 0.086 0.026
C -0.004 -0.019 -0.037
C -0.023 0.057 0.028
C 0.009 0.028 0.000
C 0.012 -0.027 -0.018
Br -0.015 0.029 0.007
C 0.038 -0.016 -0.013
C 0.078 0.000 0.063
Br -0.017 0.040 0.000
C 0.085 0.001 -0.040
O -0.412 -0.301 -0.304
C -0.029 -0.014 -0.094
N -0.058 0.029 -0.078
H 0.009 0.003 0.001
H 0.031 -0.018 -0.023
H -0.003 0.012 -0.013
H 0.025 -0.012 0.007
H 0.009 -0.008 -0.006
H -0.006 -0.009 -0.002
C -0.027 -0.012 -0.013
C 0.059 0.069 0.007
C 0.004 -0.005 0.006
C -0.003 -0.007 -0.002
C -0.015 0.007 -0.007
C -0.018 -0.029 -0.125
C 0.069 0.046 0.013
C -0.032 -0.127 0.169
N -0.227 -0.071 0.122
H 0.008 0.007 -0.003
H 0.038 -0.009 -0.022
H -0.005 0.016 -0.008
H -0.011 -0.013 -0.007
H -0.014 -0.016 0.017
H 0.004 0.004 0.012
H 0.005 0.004 -0.003
H -0.013 0.018 0.002
H -0.026 0.014 -0.002
C -0.032 0.000 0.020
C -0.111 0.020 -0.053
C -0.030 -0.067 -0.089
C -0.100 0.060 -0.265
Cl 0.023 -0.020 -0.068
C 0.022 0.004 -0.042
C 0.030 0.003 0.009
C -0.128 -0.195 0.084
O 0.388 0.364 -0.269
C -0.073 -0.166 0.111
C 0.060 0.060 0.117
O -0.281 0.065 0.374
O 0.136 0.307 -0.221
H 0.005 -0.002 -0.008
H 0.000 -0.003 0.032
H -0.020 0.010 0.008
H 0.017 0.009 -0.006
H -0.015 -0.028 0.002
H 0.014 -0.007 -0.015
H -0.076 -0.083 -0.016
H 0.064 0.093 -0.079

Properties
- highest occupied orbital energy (eV) = -10.1
- total charge = +1
- E_tot (eV) = -217990.1294
- frontier orbital gap (eV) = 7.4
- strongest force on any atom (eV/A) = 1.0